ORCA calculation (wB97M-V/def2-TZVPD) on 2 unconnected molecules or ions with the total composition C4H4F2.

The geometry in ORCA input format:
```
! RIJCOSX wB97M-V def2-TZVPD def2/J DEFGRID3
* xyz 0 3
C -0.09 1.23 -0.95
C -0.95 1.27 0.03
C -0.69 -0.06 -0.55
C 0.90 -1.33 0.77
F 0.76 1.86 -1.73
F -1.60 1.99 0.92
H -1.34 -0.71 -1.10
H 0.77 -2.29 0.31
H 0.46 -1.19 1.74
H 1.79 -0.78 0.54
*
```

Properties
largest force on an atom	2.6	eV/Å
⟨S²⟩	2.0065
orbital gap (spin up / spin down)	6.54 / 10.71	eV
energy relative to the best compared isomer or geometry (same formula, charge and spin)	329.8	kJ/mol
electronic energy	-9639.430	eV

---

ORCA calculation (wB97M-V/def2-TZVPD) on a single C4H4F2O molecule.

The geometry in ORCA input format:
```
! RIJCOSX wB97M-V def2-TZVPD def2/J DEFGRID3
* xyz 0 1
C 1.19 -0.19 -0.05
C 0.55 -1.37 -0.02
C 0.14 0.97 0.04
C -1.19 0.25 0.01
O -0.76 -1.37 0.07
F -1.96 0.37 1.11
F -1.85 0.37 -1.14
H 2.31 -0.05 -0.30
H 0.95 -2.33 0.11
H 0.12 1.59 0.92
H 0.48 1.78 -0.76
*
```

Properties
largest force on an atom	4.1	eV/Å
orbital gap	9.71	eV
SMILES	FC1(F)CC=CO1
energy relative to the best compared isomer or geometry (same formula, charge and spin)	111.1	kJ/mol
electronic energy	-11693.585	eV

---

ORCA calculation (wB97M-V/def2-TZVPD) on a single C4H4F3N3S molecule.

The geometry in ORCA input format:
```
! RIJCOSX wB97M-V def2-TZVPD def2/J DEFGRID3
* xyz 0 1
C 1.75 -2.41 0.24
C 0.13 -0.62 0.32
C -0.82 1.48 -0.22
C -1.66 2.72 -0.40
H 2.58 -1.76 0.71
H 1.81 -2.30 -0.78
H 1.99 -3.37 0.67
H -0.27 -2.67 0.76
N 0.47 -1.93 0.71
N 0.94 0.13 -0.37
N 0.38 1.38 -0.66
F -1.47 3.22 -1.70
F -3.03 2.41 -0.26
F -1.35 3.62 0.44
S -1.45 0.11 0.55
*
```

Properties
largest force on an atom	4.3	eV/Å
orbital gap	9.66	eV
SMILES	CNc1nnc(C(F)(F)F)s1
energy relative to the best compared isomer or geometry (same formula, charge and spin)	0.0	kJ/mol
electronic energy	-27669.884	eV

---

ORCA calculation (wB97M-V/def2-TZVPD) on a single C4H4FN molecule.

The geometry in ORCA input format:
```
! RIJCOSX wB97M-V def2-TZVPD def2/J DEFGRID3
* xyz 0 1
C -0.60 -0.22 -0.76
C 0.76 -0.61 -0.45
C 0.20 0.70 0.09
C -0.21 0.69 1.47
H -0.81 0.04 -1.76
H 1.55 -0.71 -1.16
H 0.90 -1.21 0.45
H 0.48 1.61 -0.31
N -0.63 0.57 2.56
F -1.64 -0.84 -0.12
*
```

Properties
largest force on an atom	2.6	eV/Å
orbital gap	11.81	eV
SMILES	N#C[C@H]1C[C@H]1F
energy relative to the best compared isomer or geometry (same formula, charge and spin)	114.2	kJ/mol
electronic energy	-8418.613	eV

---

ORCA calculation (wB97M-V/def2-TZVPD) on 2 unconnected molecules or ions with the total composition C4H4FN.

The geometry in ORCA input format:
```
! RIJCOSX wB97M-V def2-TZVPD def2/J DEFGRID3
* xyz 0 1
C 2.40 0.44 -0.14
C -0.86 0.09 0.76
C -0.98 0.18 -0.77
C 0.01 -0.69 -0.09
N 3.41 0.95 0.07
F 0.40 -1.95 0.07
H -0.62 0.97 1.40
H -1.53 -0.55 1.40
H -1.68 -0.41 -1.36
H -0.56 0.98 -1.35
*
```

Properties
largest force on an atom	3.4	eV/Å
orbital gap (spin up / spin down)	8.12 / 8.11	eV
energy relative to the best compared isomer or geometry (same formula, charge and spin)	532.8	kJ/mol
electronic energy	-8414.275	eV

---

ORCA calculation (wB97M-V/def2-TZVPD) on a single C4H4FNS2 molecule.

The geometry in ORCA input format:
```
! RIJCOSX wB97M-V def2-TZVPD def2/J DEFGRID3
* xyz 0 1
C -0.77 -0.61 0.03
C -0.27 -1.87 0.03
C 1.15 -1.83 0.00
C 1.45 -0.53 0.01
H -2.47 0.38 1.21
H -0.91 -2.76 0.04
H 1.86 -2.64 -0.03
H 0.51 2.12 1.23
N 0.29 0.24 0.00
F 2.63 0.05 -0.02
S -2.43 -0.07 -0.09
S 0.30 1.94 -0.08
*
```

Properties
largest force on an atom	2.8	eV/Å
orbital gap	9.05	eV
SMILES	Fc1ccc(S)n1S
energy relative to the best compared isomer or geometry (same formula, charge and spin)	69.0	kJ/mol
electronic energy	-30089.703	eV

---

ORCA calculation (wB97M-V/def2-TZVPD) on a molecular structure, C4H4HgO5.

The geometry in ORCA input format:
```
! RIJCOSX wB97M-V def2-TZVPD def2/J DEFGRID3
* xyz 0 1
O 1.02 0.19 0.41
C 2.12 0.78 -0.24
O 2.99 0.10 -0.73
O 1.95 2.05 -0.19
C 0.46 -1.06 -0.01
H 0.59 -1.17 -1.09
H 0.97 -1.88 0.51
C -1.00 -1.04 0.38
H -1.10 -0.83 1.45
H -1.41 -2.04 0.20
O -2.88 1.81 -0.63
O -1.79 -0.15 -0.40
C -1.95 1.26 -0.08
Hg 0.03 1.96 0.42
*
```

Properties
largest force on an atom	6.6	eV/Å
orbital gap	9.14	eV
energy relative to the best compared isomer or geometry (same formula, charge and spin)	0.0	kJ/mol
electronic energy	-18622.547	eV

---

ORCA calculation (wB97M-V/def2-TZVPD) on a molecular structure, C4H4I2NO3.

The geometry in ORCA input format:
```
! RIJCOSX wB97M-V def2-TZVPD def2/J DEFGRID3
* xyz -1 1
C 0.14 -0.75 -2.05
C 0.68 -0.89 0.46
C -0.22 -0.13 -0.58
C -0.14 1.83 0.63
N 0.68 -0.28 1.71
O 0.93 -0.07 -2.68
O -0.44 -1.80 -2.26
O 0.13 1.20 -0.47
I -2.14 1.99 1.31
I -0.74 -0.83 3.03
H 0.33 -1.93 0.41
H 1.71 -0.83 0.07
H -1.29 -0.28 -0.34
H 0.38 2.77 0.75
*
```

Properties
largest force on an atom	2.3	eV/Å
orbital gap (spin up / spin down)	6.94 / 6.81	eV
energy relative to the best compared isomer or geometry (same formula, charge and spin)	312.0	kJ/mol
electronic energy	-28044.865	eV

---

ORCA calculation (wB97M-V/def2-TZVPD) on a single C4H4I2O molecule.

The geometry in ORCA input format:
```
! RIJCOSX wB97M-V def2-TZVPD def2/J DEFGRID3
* xyz 0 1
C 0.51 0.40 0.20
C -0.69 0.92 0.25
C -3.01 -0.24 -0.60
C -2.03 0.22 0.58
O -2.86 -0.09 -1.75
I -0.92 3.06 -0.29
I -4.63 -1.34 0.18
H 1.42 0.83 0.11
H 0.64 -0.56 0.64
H -2.59 0.58 1.43
H -1.90 -0.87 0.88
*
```

Properties
largest force on an atom	3.4	eV/Å
orbital gap	9.67	eV
SMILES	C=C(I)CC(=O)I
energy relative to the best compared isomer or geometry (same formula, charge and spin)	10.8	kJ/mol
electronic energy	-22459.968	eV

---

ORCA calculation (wB97M-V/def2-TZVPD) on 2 unconnected molecules or ions with the total composition C4H4I2O.

The geometry in ORCA input format:
```
! RIJCOSX wB97M-V def2-TZVPD def2/J DEFGRID3
* xyz 0 1
C -1.34 -1.56 0.15
C 0.69 0.59 -0.75
C 0.89 0.66 0.76
C -0.46 0.51 0.09
O -2.49 -1.82 0.12
I 0.24 -2.99 -0.22
I -1.99 1.91 0.21
H 1.04 1.43 -1.40
H 1.16 -0.32 -1.20
H 1.46 -0.10 1.22
H 0.81 1.70 1.02
*
```

Properties
largest force on an atom	3.7	eV/Å
orbital gap (spin up / spin down)	7.70 / 7.70	eV
energy relative to the best compared isomer or geometry (same formula, charge and spin)	216.5	kJ/mol
electronic energy	-22457.836	eV

---

ORCA calculation (wB97M-V/def2-TZVPD) on a molecular structure, C4H4LiO2Yb.

The geometry in ORCA input format:
```
! RIJCOSX wB97M-V def2-TZVPD def2/J DEFGRID3
* xyz 1 1
H 2.63 -1.99 0.73
C 0.59 1.03 -0.16
C 1.83 0.89 -1.03
C 1.63 0.00 0.13
C 1.69 -1.20 0.66
O 0.72 -1.79 1.37
O -0.66 0.62 -0.55
H 0.60 1.92 0.50
H 2.57 1.70 -0.98
H 1.71 0.44 -2.02
Yb -1.32 -1.06 0.44
Li 1.08 -3.16 2.52
*
```

Properties
largest force on an atom	3.9	eV/Å
orbital gap	6.29	eV
energy relative to the best compared isomer or geometry (same formula, charge and spin)	0.0	kJ/mol
electronic energy	-40034.713	eV

---

ORCA calculation (wB97M-V/def2-TZVPD) on a molecular structure, C4H4LiO5Rb.

The geometry in ORCA input format:
```
! RIJCOSX wB97M-V def2-TZVPD def2/J DEFGRID3
* xyz -1 2
C -0.40 -0.72 0.70
O -0.36 -1.91 0.45
O -1.49 0.98 -1.29
C -1.75 1.27 0.01
C -1.65 0.04 0.98
H -2.78 1.67 0.19
H -1.05 2.03 0.43
H -2.50 -0.63 0.81
H -1.63 0.39 2.02
Li 1.10 -2.70 -0.46
Rb 5.94 -0.43 -2.38
O 2.39 0.99 -0.55
O 0.67 0.09 0.57
O 1.89 -1.11 -0.98
C 1.63 0.03 -0.50
*
```

Properties
largest force on an atom	3.6	eV/Å
⟨S²⟩	0.7501
orbital gap (spin up / spin down)	3.10 / 4.50	eV
energy relative to the best compared isomer or geometry (same formula, charge and spin)	0.0	kJ/mol
electronic energy	-15311.219	eV